Entry 1:
C5H8O | wB97M-V/def2-TZVPD

Positions of all 14 atoms, in Å:
C (1.391, 0.633, -0.801)
C (0.913, 0.126, 0.332)
C (0.238, -1.162, 0.133)
C (-0.755, -1.425, -0.704)
H (0.882, 0.403, -1.733)
H (2.346, 1.125, -0.838)
H (1.353, 0.374, 1.299)
H (0.817, -1.950, 0.608)
H (-1.256, -0.642, -1.270)
H (-1.107, -2.438, -0.833)
C (-1.184, 1.230, 0.942)
O (-2.039, 0.522, 0.470)
H (-0.799, 2.123, 0.426)
H (-0.799, 1.081, 1.968)

Properties
frontier orbital gap = 9.385 eV
multiplicity = 1
SMILES string = C=CC=C.C=O
electronic energy = -7358.8455 eV
energy relative to the best compared isomer or geometry (same formula, charge and spin) = 78.6 kcal/mol
highest occupied orbital energy = -0.32904 hartree
largest force on an atom = 1.3 eV/A

Entry 2:
C5H8O | wB97M-V/def2-TZVPD

Positions of all 14 atoms, in Å:
C (2.567, -1.177, -0.383)
C (2.342, -0.047, -0.032)
C (1.850, 1.247, 0.330)
H (2.542, -2.162, -0.759)
H (1.641, 1.438, 1.459)
H (0.792, 1.390, -0.009)
H (2.561, 1.996, 0.036)
C (-2.643, -0.599, 0.139)
C (-1.271, -0.055, -0.293)
O (-1.139, 0.974, -0.849)
H (-3.475, -0.082, -0.395)
H (-2.662, -0.610, 1.267)
H (-2.781, -1.625, -0.407)
H (-0.323, -0.688, -0.103)

Properties
frontier orbital gap = 10.531 eV
multiplicity = 1
SMILES string = C#CC.CC=O
electronic energy = -7359.0523 eV
energy relative to the best compared isomer or geometry (same formula, charge and spin) = 73.9 kcal/mol
highest occupied orbital energy = -0.35232 hartree
largest force on an atom = 3.2 eV/A

Entry 3:
C5H8O | wB97M-V/def2-TZVPD

Positions of all 14 atoms, in Å:
C (1.686, -0.504, 0.056)
C (0.698, 0.253, -0.836)
C (-0.692, -0.319, -0.778)
C (-1.797, 0.392, -0.567)
C (-0.642, 0.667, 2.551)
O (-1.491, 0.070, 3.011)
H (2.645, 0.020, 0.108)
H (1.301, -0.599, 1.076)
H (1.876, -1.513, -0.325)
H (0.665, 1.312, -0.548)
H (1.061, 0.220, -1.873)
H (-0.773, -1.400, -0.910)
H (-1.760, 1.472, -0.428)
H (-2.779, -0.071, -0.537)

Properties
frontier orbital gap = 10.909 eV
multiplicity = 1
electronic energy = -7361.1928 eV
energy relative to the best compared isomer or geometry (same formula, charge and spin) = 24.5 kcal/mol
highest occupied orbital energy = -0.35549 hartree
largest force on an atom = 1.4 eV/A

Entry 4:
C5H8O | wB97M-V/def2-TZVPD

Positions of all 14 atoms, in Å:
C (2.782, 0.384, -0.661)
C (1.592, -0.043, -0.319)
C (0.534, -0.544, 0.276)
C (-0.859, -0.694, -0.343)
C (-1.940, 0.066, 0.443)
O (-1.673, 1.450, 0.501)
H (3.555, -0.329, -0.938)
H (2.981, 1.451, -0.640)
H (0.716, -0.838, 1.305)
H (-0.846, -0.285, -1.359)
H (-1.152, -1.749, -0.423)
H (-2.920, -0.035, -0.042)
H (-2.025, -0.371, 1.451)
H (-0.743, 1.538, 0.747)

Properties
frontier orbital gap = 10.542 eV
multiplicity = 1
SMILES string = C=C=CCCO
electronic energy = -7360.1161 eV
energy relative to the best compared isomer or geometry (same formula, charge and spin) = 49.3 kcal/mol
highest occupied orbital energy = -0.35471 hartree
largest force on an atom = 0.9 eV/A